1.
Computed, not measured: a molecular structure, C24H50N2O16Zr in a non-equilibrium geometry, with the ωB97M-V functional and the def2-TZVPD basis.

The calculation puts the LUMO energy at -8.0 eV. As for the molecular weight: 713.9 g mol⁻¹. The calculation puts the total energy at -2304.1511 Eh. The gap between HOMO and LUMO is 6.00 eV. For the energy above the lowest of the compared OMol25 structures with the same formula, charge and spin, the calculation gives 15.6 kcal per mole.

Structure (ORCA input):
```
! RIJCOSX wB97M-V def2-TZVPD def2/J DEFGRID3
* xyz 2 1
Zr 1.128 1.632 -0.377
O 0.483 0.112 1.124
C -0.846 -0.333 0.789
C -1.419 -0.094 -0.640
O -0.719 0.934 -1.349
H -1.454 0.215 1.508
H -0.951 -1.371 1.105
H -2.481 0.148 -0.609
H -1.304 -1.011 -1.216
C -0.362 -0.255 4.740
N -0.287 -0.940 6.084
O 0.288 -0.332 6.971
O -0.738 -2.080 6.222
H -0.165 0.798 4.943
H -1.318 -0.291 4.216
H 0.459 -0.605 4.115
C 2.365 -2.660 2.331
N 3.717 -2.100 2.789
O 3.892 -1.891 3.995
O 4.475 -1.685 1.909
H 1.896 -3.159 3.179
H 2.497 -3.408 1.549
H 1.750 -1.799 2.071
O -2.786 -4.533 -4.409
C -3.827 -4.558 -3.728
O -3.860 -4.311 -2.363
C -2.781 -3.902 -1.557
C -3.391 -3.537 -0.171
C -5.166 -4.989 -4.283
H -2.300 -3.027 -1.993
H -2.070 -4.725 -1.494
H -2.582 -3.331 0.529
H -3.920 -4.393 0.246
H -4.061 -2.682 -0.263
H -5.846 -4.186 -3.996
H -5.451 -5.962 -3.881
H -5.059 -5.021 -5.367
O 1.367 2.549 2.058
C 1.528 3.104 3.123
O 2.085 2.482 4.280
C 2.697 1.208 4.187
C 4.198 1.340 3.812
C 1.057 4.477 3.431
H 2.158 0.565 3.491
H 2.634 0.643 5.117
H 4.517 2.271 4.282
H 4.381 1.435 2.742
H 4.847 0.549 4.185
H 0.310 4.666 2.661
H 1.868 5.203 3.370
H 0.505 4.405 4.368
O 2.035 -0.455 -1.281
C 2.663 -1.293 -1.898
O 2.221 -2.444 -2.445
C 0.838 -2.635 -2.539
C 0.582 -3.892 -3.403
C 4.141 -0.995 -2.119
H 0.342 -1.712 -2.839
H 0.435 -2.741 -1.532
H -0.278 -4.438 -3.018
H 1.425 -4.582 -3.374
H 0.263 -3.670 -4.421
H 4.378 0.021 -2.435
H 4.545 -1.693 -2.852
H 4.687 -1.292 -1.224
O -0.989 2.991 0.629
C -1.917 3.819 0.759
O -3.090 3.592 1.347
C -3.431 2.320 1.793
C -2.865 2.077 3.208
C -1.709 5.238 0.354
H -3.195 1.413 1.235
H -4.512 2.263 1.913
H -3.010 1.035 3.494
H -3.111 2.857 3.929
H -1.776 2.104 3.223
H -0.855 5.661 0.883
H -2.637 5.795 0.483
H -1.550 5.271 -0.723
O 1.758 1.743 -2.648
C 2.062 1.925 -3.823
O 1.259 1.834 -4.901
C -0.092 1.488 -4.875
C -1.024 2.612 -4.454
C 3.443 2.358 -4.253
H -0.236 0.761 -4.076
H -0.415 1.040 -5.814
H -2.007 2.230 -4.179
H -1.143 3.361 -5.237
H -0.551 3.109 -3.607
H 3.896 1.542 -4.817
H 4.057 2.587 -3.382
H 3.407 3.228 -4.909
*
```

2.
Computed, not measured: C11H16BrNO2S2 in the gas phase, with the ωB97M-V functional and the def2-TZVPD basis.

The calculation puts the LUMO energy at 0.2 eV. As for the molecular weight: 338.3 g mol⁻¹. The calculation puts the total energy at -4004.3535 Eh. The gap between HOMO and LUMO is 9.48 eV. For the energy above the lowest of the compared OMol25 structures with the same formula, charge and spin, the calculation gives 0.0 kcal per mole. The SMILES is O=S(=O)(NC1CCCCCC1)c1ccc(Br)s1.

Structure (ORCA input):
```
! RIJCOSX wB97M-V def2-TZVPD def2/J DEFGRID3
* xyz 0 1
O -2.062 -2.329 -1.787
S -1.054 -1.330 -1.614
O 0.220 -1.510 -2.235
N -0.883 -1.145 0.017
H -1.696 -1.518 0.482
C -0.380 0.082 0.620
H -1.111 0.894 0.446
C -0.308 -0.118 2.139
C 0.509 -1.335 2.588
C 1.694 -1.673 1.688
H 1.321 -1.982 0.713
C 2.703 -0.541 1.514
H 3.158 -0.304 2.478
H 3.497 -0.912 0.862
C 2.121 0.741 0.906
C 0.951 0.494 -0.048
H 1.235 -0.278 -0.761
H 0.779 1.411 -0.615
H 2.908 1.244 0.340
H 1.816 1.432 1.692
H 2.215 -2.530 2.124
H 0.860 -1.157 3.607
H -0.142 -2.211 2.615
H 0.093 0.794 2.580
H -1.330 -0.224 2.514
C -1.695 0.224 -2.198
C -1.068 1.137 -2.988
C -1.869 2.264 -3.266
C -3.091 2.168 -2.669
S -3.288 0.699 -1.767
Br -4.469 3.427 -2.750
H -1.564 3.097 -3.871
H -0.069 0.987 -3.355
*
```

3.
Computed, not measured: CH4OP2 in the gas phase in a non-equilibrium geometry, with the ωB97M-V functional and the def2-TZVPD basis.

The calculation puts the LUMO energy (alpha / beta) at 0.9 / -2.8 eV. As for the molecular weight: 94.0 g mol⁻¹. The calculation puts the total energy at -798.3120 Eh. The gap between HOMO and LUMO (alpha / beta) is 7.65 / 6.92 eV. For the energy above the lowest of the compared OMol25 structures with the same formula, charge and spin, the calculation gives 23.2 kcal per mole.

Structure (ORCA input):
```
! RIJCOSX wB97M-V def2-TZVPD def2/J DEFGRID3
* xyz 0 3
C 0.042 -0.754 0.375
O -2.387 0.462 0.642
P -1.482 0.111 -0.464
P 1.409 0.548 -0.048
H -0.219 -0.813 1.382
H 0.347 -1.664 -0.079
H 1.843 0.519 -1.430
H 0.447 1.592 -0.379
*
```

4.
Computed, not measured: 3 unconnected molecules or ions with the total composition C5H16NO in a non-equilibrium geometry, with the ωB97M-V functional and the def2-TZVPD basis.

The calculation puts the LUMO energy at -9.8 eV. As for the molecular weight: 106.2 g mol⁻¹. The calculation puts the total energy at -329.5837 Eh. The gap between HOMO and LUMO is 4.81 eV. For the energy above the lowest of the compared OMol25 structures with the same formula, charge and spin, the calculation gives 186.5 kcal per mole.

Structure (ORCA input):
```
! RIJCOSX wB97M-V def2-TZVPD def2/J DEFGRID3
* xyz 1 1
C -0.888 -0.235 2.027
C 0.326 -0.934 1.428
C 1.433 0.007 0.998
C 1.158 0.701 -0.320
C 1.437 -0.251 -1.477
N -1.689 1.413 -1.589
H -0.592 0.330 2.903
H -1.396 0.409 1.300
H -1.643 -0.971 2.330
H 0.715 -1.677 2.106
H 2.403 -0.486 0.950
H 1.581 0.761 1.782
H 1.701 1.643 -0.396
H 0.069 0.910 -0.395
H 2.456 -0.620 -1.436
H 1.324 0.276 -2.415
H 0.754 -1.081 -1.491
H -1.678 0.415 -1.296
H -0.096 -1.445 0.435
H -1.678 1.525 -2.609
H -2.481 1.930 -1.201
H -1.930 -1.660 -0.935
O -1.288 -0.958 -0.700
*
```

Among the records above, which one has the lowest molecular weight?
CH4OP2

The lowest molecular weight belongs to which entry?
CH4OP2

Number 2 is which compound?
C11H16BrNO2S2

Which value of molecular weight does entry 3 give?
94.0 g mol⁻¹